[1]
Here is a cluster of 5 separate species, C2H16N2O4 in total from OMol25. Energies are from ωB97M-V/def2-TZVPD.

CARTESIAN COORDINATES (ANGSTROEM)
1 C 1.52068 0.92884 0.21124
2 N 1.19916 -0.41224 0.61482
3 C 0.31644 -1.14481 -0.34659
4 N -1.08438 -1.09552 0.02269
5 H 2.09390 1.38760 1.01422
6 H 2.16590 1.05553 -0.65659
7 H 0.69990 1.64063 0.17901
8 H 2.02379 -0.99435 0.68682
9 H 0.69876 -2.14613 -0.54194
10 H 0.42808 -0.64011 -1.31609
11 H -1.34418 -1.77650 0.73397
12 H -1.29878 -0.22110 0.48098
13 O -0.03131 0.88953 3.48512
14 H -0.17090 0.36541 2.68792
15 H 0.70438 0.47994 3.94806
16 O -2.57718 2.12208 2.83060
17 H -2.97039 2.44320 3.64817
18 H -1.62962 2.24375 2.99289
19 O 1.76801 -0.05158 -3.84375
20 H 1.37278 -0.85190 -4.20811
21 H 1.46052 0.71310 -4.34369
22 O -1.68656 -1.49244 -3.09936
23 H -1.60821 -1.07290 -2.23248
24 H -2.05080 -2.37003 -2.94790

Results
Multiplicity   1
Relative energy (zero: lowest compared OMol25 entry of this formula, charge and spin)   151.0 kJ/mol
Gap between HOMO and LUMO   0.37256 Ha
E_tot   -496.23957 Ha
SMILES   CNCN.O.O.O.O

Here are the natural (NBO) charges for atoms 1 to 2, given in e:
1. C -0.437
2. N -0.664



[2]
Here is a cluster of 5 separate species, C2H16N2O4 in total from OMol25. Energies are from ωB97M-V/def2-TZVPD.

CARTESIAN COORDINATES (ANGSTROEM)
1 N -0.96408 -2.33155 -1.05825
2 C 0.36963 -1.95004 -1.65425
3 C 0.43001 -0.43630 -1.48919
4 N 1.03153 -0.19387 -0.11883
5 H -1.75364 -2.05102 -1.47816
6 H -0.95834 -1.95721 -0.14406
7 H 0.26928 -2.28319 -2.70732
8 H 1.23995 -2.47194 -1.13307
9 H 0.91590 -0.02904 -2.32481
10 H -0.51374 0.12595 -1.58086
11 H 0.59250 -0.82991 0.53162
12 H 1.98685 -0.48303 -0.21752
13 O -0.24607 -1.33359 2.46370
14 H -1.09808 -1.68369 2.62275
15 H -0.29594 -0.44349 2.58085
16 O 0.14641 1.29631 2.95369
17 H 0.78318 1.03881 3.59507
18 H 0.52563 1.72794 2.24686
19 O 0.77399 2.78576 0.74937
20 H -0.06716 2.94912 0.87793
21 H 0.87483 2.08682 0.12266
22 O -1.61381 1.88404 -1.63405
23 H -1.16868 2.07254 -0.89677
24 H -1.26015 2.51059 -2.30735

Results
Multiplicity   1
Relative energy (zero: lowest compared OMol25 entry of this formula, charge and spin)   263.8 kJ/mol
Gap between HOMO and LUMO   0.34030 Ha
E_tot   -496.19662 Ha
SMILES   NCCN.O.O.O.O

Here are the natural (NBO) charges for atoms 1 to 2, given in e:
1. N -0.838
2. C -0.235



[3]
Here is a cluster of 5 separate species, C2H16N2O4 in total from OMol25. Energies are from ωB97M-V/def2-TZVPD.

CARTESIAN COORDINATES (ANGSTROEM)
1 C 0.54727 0.82208 -0.20271
2 N 0.00041 0.22924 1.01988
3 C -1.23534 -0.57774 0.83943
4 N -1.24145 -1.71493 -0.17934
5 H 1.36218 1.57209 0.06294
6 H -0.26347 1.20948 -0.82613
7 H 1.09203 0.04610 -0.72940
8 H -0.30321 1.01377 1.70454
9 H -1.67721 -0.95113 1.77881
10 H -2.16762 -0.00868 0.55113
11 H -1.67834 -2.56816 0.25651
12 H -0.22355 -1.98553 -0.37464
13 H 1.19495 -1.02564 1.63673
14 H 1.90913 -2.28054 2.36730
15 O 2.05003 -1.58771 1.69265
16 H 3.70809 1.67965 2.37695
17 H 2.68868 0.46761 2.32319
18 O 2.76096 1.45252 2.52796
19 H -1.72140 1.30883 -2.59381
20 H -1.38800 2.35390 -3.87256
21 O -1.32349 2.09088 -2.97768
22 H -1.64750 -1.21025 -1.52614
23 H -2.60329 -0.84240 -2.72265
24 O -1.67073 -0.68636 -2.50752

Results
Multiplicity   2
Relative energy (zero: lowest compared OMol25 entry of this formula, charge and spin)   232.5 kJ/mol
Gap between HOMO and LUMO (spin up / spin down)   0.37683 / 0.16294 Ha
E_tot   -495.86152 Ha
Net charge   +1

Here are the natural (NBO) charges for atoms 1 to 2, given in e:
1. C -0.484
2. N -0.266



[4]
Here is a cluster of 5 separate species, C2H16NO4S in total from OMol25. Energies are from ωB97M-V/def2-TZVPD.

CARTESIAN COORDINATES (ANGSTROEM)
1 C 0.38178 0.55669 -0.59122
2 C -0.23495 1.80629 0.05078
3 S 0.92835 3.17333 -0.42650
4 N -0.67020 -0.58357 -0.70971
5 H 1.18142 0.09348 0.12017
6 H 0.88283 0.66506 -1.55616
7 H -0.21760 1.70031 1.24213
8 H -1.17063 2.06125 -0.37753
9 H 0.39464 3.86162 -1.49048
10 H -0.18415 -1.38776 -0.13114
11 H -0.95881 -0.68680 -1.63675
12 H -1.45117 -0.33826 -0.03278
13 H -3.03081 -2.07669 1.27221
14 H -1.54636 -2.25137 1.95903
15 O -2.19267 -1.81663 1.38882
16 H 4.32159 -1.89971 -0.39586
17 H 4.45273 -1.00578 1.08503
18 O 3.93883 -1.46480 0.28702
19 H -3.42282 2.82363 -1.61253
20 H -4.23498 3.04974 -0.47972
21 O -3.40201 2.74421 -0.63524
22 H 2.69923 -2.46788 0.68961
23 H 1.72547 -3.68243 1.15819
24 O 1.81029 -2.87391 0.82262

Results
Multiplicity   1
Relative energy (zero: lowest compared OMol25 entry of this formula, charge and spin)   230.2 kJ/mol
Gap between HOMO and LUMO   0.34621 Ha
E_tot   -839.38087 Ha
Net charge   +1

Here are the natural (NBO) charges for atoms 1 to 2, given in e:
1. C -0.245
2. C -0.557



[5]
Here is a cluster of 6 separate species, C2H16O5S in total from OMol25. Energies are from ωB97M-V/def2-TZVPD.

CARTESIAN COORDINATES (ANGSTROEM)
1 C 0.15872 2.65454 0.74576
2 S -1.56207 2.09747 0.55545
3 C -1.74622 0.95724 1.88877
4 H 0.56225 1.95096 1.47443
5 H 0.74400 2.53084 -0.16147
6 H 0.08853 3.65729 1.16553
7 H -1.32023 1.34157 2.82034
8 H -1.16470 0.06211 1.61809
9 H -2.79445 0.72504 2.06026
10 H 1.74283 -0.81717 -0.71634
11 H 1.25780 -1.97163 0.12904
12 O 1.29028 -0.99758 0.12470
13 H -1.32793 0.66314 -1.73688
14 H 0.13556 0.77154 -1.96708
15 O -0.64579 0.35161 -2.34608
16 H -0.37404 -1.64669 -2.74618
17 H -1.71271 -2.22816 -2.36559
18 O -0.80164 -2.49211 -2.53702
19 H 3.73995 0.92017 1.01134
20 H 2.28357 0.66546 0.60232
21 O 2.93790 1.36565 0.71666
22 H -0.36879 -4.24192 0.09561
23 H -0.67259 -3.03249 -0.67788
24 O -0.45022 -3.28688 0.24620

Results
Multiplicity   2
Relative energy (zero: lowest compared OMol25 entry of this formula, charge and spin)   0.0 kJ/mol
Gap between HOMO and LUMO (spin up / spin down)   0.39864 / 0.20666 Ha
E_tot   -859.85554 Ha
Net charge   +1

Here are the natural (NBO) charges for atoms 1 to 2, given in e:
1. C -0.775
2. S 0.861



[6]
Here is a cluster of 5 separate species, C2H17N2O4 in total from OMol25. Energies are from ωB97M-V/def2-TZVPD.

CARTESIAN COORDINATES (ANGSTROEM)
1 N -0.77122 -0.93100 1.33883
2 C -1.29681 -1.39696 0.01712
3 C -0.79367 -0.58566 -1.17107
4 N -1.42467 -0.89722 -2.37948
5 H -0.18884 -0.06184 1.20317
6 H -1.45610 -0.67823 1.95847
7 H -0.31652 -1.65226 1.88342
8 H -0.90354 -2.41461 -0.29436
9 H -2.43778 -1.38089 0.08486
10 H -0.60885 0.46283 -0.82620
11 H 0.29767 -0.74603 -1.20960
12 H -2.22405 -0.27851 -2.82045
13 H -0.76346 -1.23694 -3.05710
14 H -1.65934 1.73421 3.28773
15 H -0.45031 2.42948 2.68038
16 O -0.75721 1.59211 2.99719
17 H 0.64107 2.86713 -1.11260
18 H 1.45189 3.70999 -0.11928
19 O 0.88025 2.87613 -0.18995
20 H 2.09525 -0.65373 3.11769
21 H 2.49737 -1.12931 1.75965
22 O 1.72493 -0.83678 2.22427
23 H 2.32990 -1.02622 -2.74372
24 H 1.89944 0.30302 -3.51219
25 O 1.61582 -0.57581 -3.29046

Results
Multiplicity   2
Relative energy (zero: lowest compared OMol25 entry of this formula, charge and spin)   262.6 kJ/mol
Gap between HOMO and LUMO (spin up / spin down)   0.40710 / 0.19498 Ha
E_tot   -496.13519 Ha
Net charge   +2

Here are the natural (NBO) charges for atoms 1 to 2, given in e:
1. N -0.669
2. C -0.227



[7]
Here is a cluster of 6 separate species, C2H17NO5 in total from OMol25. Energies are from ωB97M-V/def2-TZVPD.

CARTESIAN COORDINATES (ANGSTROEM)
1 C 3.36602 -1.18743 -0.50481
2 N 2.07868 -0.73326 -0.91253
3 C 1.08565 -1.56022 -1.53057
4 H 3.45062 -1.34926 0.57908
5 H 3.60505 -2.16409 -0.94757
6 H 4.16106 -0.53015 -0.86742
7 H 1.93890 0.24208 -1.06750
8 H 1.03594 -2.50318 -0.94767
9 H 1.20978 -1.87996 -2.57161
10 H 0.07748 -1.20115 -1.31644
11 H -3.70140 1.27127 0.94460
12 H -2.78807 0.06488 0.81050
13 O -3.49365 0.55680 0.33283
14 H -0.50457 4.00369 4.39220
15 H -0.01548 2.55807 4.32719
16 O -0.48034 3.22751 3.82401
17 H -0.09512 1.25203 -1.98781
18 H -0.56822 1.66978 -0.58377
19 O -0.03823 1.96052 -1.33702
20 H -0.58121 -0.18327 1.77106
21 H -0.83025 -1.57125 1.37417
22 O -1.34954 -0.77082 1.57507
23 H -2.45532 0.32932 -1.52141
24 H -2.78094 -1.09906 -1.67786
25 O -2.32683 -0.40286 -2.15672

Results
Multiplicity   2
Gap between HOMO and LUMO (spin up / spin down)   0.11134 / 0.31241 Ha
E_tot   -517.29366 Ha
Net charge   -1

Here are the natural (NBO) charges for atoms 1 to 2, given in e:
1. C -0.428
2. N -0.684



[8]
Here is a cluster of 6 separate species, C2H17NO5 in total from OMol25. Energies are from ωB97M-V/def2-TZVPD.

CARTESIAN COORDINATES (ANGSTROEM)
1 C 2.56447 1.68230 1.19161
2 N 1.46682 0.70904 1.05808
3 C 1.54439 -0.04726 -0.16117
4 H 3.52176 1.18519 1.31156
5 H 2.57413 2.48228 0.42291
6 H 2.24178 2.26475 2.08254
7 H 0.57054 1.11260 1.27069
8 H 1.87241 0.49477 -1.06899
9 H 0.64136 -0.61302 -0.47287
10 H 2.32752 -0.78875 -0.11243
11 O -1.84013 -1.18350 0.76360
12 H -1.01207 -1.60070 1.04898
13 H -1.66784 -0.23344 0.90722
14 O -1.19867 1.36782 -0.02565
15 H -0.37253 1.71944 -0.37245
16 H -1.79793 1.30938 -0.77377
17 O -0.60185 0.73200 -3.13384
18 H -1.33121 1.16076 -3.59410
19 H -1.01697 -0.11279 -2.81133
20 O 0.53961 -1.77552 2.55998
21 H 0.88333 -2.66743 2.45418
22 H 1.21536 -1.08710 2.54144
23 O -1.91457 -1.22435 -1.97469
24 H -2.22888 -2.11992 -2.10106
25 H -1.54203 -1.10896 -1.06308

Results
Multiplicity   1
Relative energy (zero: lowest compared OMol25 entry of this formula, charge and spin)   137.1 kJ/mol
Gap between HOMO and LUMO   0.35749 Ha
E_tot   -517.32952 Ha
SMILES   CNC.O.O.O.O.O

Here are the natural (NBO) charges for atoms 1 to 2, given in e:
1. C -0.416
2. N -0.665



[9]
Here is a cluster of 9 separate species, C2H19O10 in total from OMol25. Energies are from ωB97M-V/def2-TZVPD.

CARTESIAN COORDINATES (ANGSTROEM)
1 C 0.09154 1.59340 0.93944
2 C -0.29533 0.62065 -0.20330
3 O -0.56834 -0.51842 0.21840
4 O 0.06678 0.79482 -1.40555
5 H 0.68211 1.14257 1.73699
6 H -0.82742 2.04858 1.30882
7 H 0.54694 2.47926 0.49676
8 O -2.23640 -3.09431 1.03025
9 H -2.48101 -2.68237 1.85893
10 H -1.68531 -2.44517 0.59304
11 O 1.33897 -2.33025 1.44245
12 H 0.74426 -1.58180 1.49102
13 H 2.18283 -1.95074 1.19725
14 O -2.14815 -2.01843 -1.86924
15 H -1.62597 -2.70681 -2.28118
16 H -1.50262 -1.42185 -1.49026
17 O 2.30355 0.28853 4.48796
18 H 2.01826 1.14638 4.17340
19 H 1.57977 -0.29930 4.27155
20 O 1.78960 -1.30097 -2.23472
21 H 2.62166 -0.90652 -1.97336
22 H 1.12292 -0.73070 -1.85190
23 O -3.73655 0.31584 0.25929
24 H -3.71644 0.66199 1.15149
25 H -2.82379 0.10456 0.06321
26 O 2.84671 1.33163 -1.55300
27 H 1.92239 1.15612 -1.37679
28 H 3.12912 1.88458 -0.82449
29 O -0.80655 2.94533 -3.27980
30 H 0.02740 3.36537 -3.49035
31 H -0.56093 2.10804 -2.88629

Results
Multiplicity   1
Relative energy (zero: lowest compared OMol25 entry of this formula, charge and spin)   83.4 kJ/mol
Gap between HOMO and LUMO   0.33924 Ha
E_tot   -840.10242 Ha
Net charge   -1

Here are the natural (NBO) charges for atoms 1 to 2, given in e:
1. C -0.739
2. C 0.783



[10]
Here is a cluster of 9 separate species, C2H23N2O9 in total from OMol25. Energies are from ωB97M-V/def2-TZVPD.

CARTESIAN COORDINATES (ANGSTROEM)
1 N 1.30702 0.16131 -0.08795
2 C 0.00381 0.31554 0.71991
3 C 0.29745 1.50588 1.69148
4 N -0.71043 2.29329 2.10352
5 O 1.45653 1.62877 2.04057
6 H 1.10825 -0.03488 -1.07850
7 H 1.89123 1.03005 -0.17963
8 H 1.75057 -0.68293 0.26713
9 H -0.10869 -0.39141 1.53994
10 H -0.71125 0.34816 -0.08046
11 H -1.65040 1.92514 2.08225
12 H -0.53731 3.02923 2.76063
13 H -3.37808 0.28355 2.09950
14 H -3.76058 0.66834 0.59951
15 O -3.20554 0.85584 1.35351
16 H 0.88950 -2.06624 -2.99137
17 H 0.66800 -0.76721 -3.62009
18 O 1.20709 -1.15837 -2.92159
19 H 2.37839 3.46181 0.30697
20 H 3.43159 2.61716 -0.35294
21 O 2.48980 2.70038 -0.21924
22 H -1.90503 -3.06833 -2.43558
23 H -2.09435 -2.65630 -3.79654
24 O -1.37541 -2.97869 -3.23297
25 H 2.08982 -0.56031 2.84625
26 H 3.11377 -1.61503 3.17678
27 O 2.16707 -1.50514 3.04087
28 H -3.13119 -2.40314 -0.56502
29 H -3.63675 -1.43774 -1.59699
30 O -3.65995 -1.60325 -0.64740
31 H -1.11788 2.54113 -2.57974
32 H -0.49894 1.87224 -3.76051
33 O -0.63210 1.74157 -2.81836
34 H 1.85321 -2.67895 1.09960
35 H 0.42286 -3.23642 0.96865
36 O 1.02071 -2.57284 0.63218

Results
Multiplicity   1
Relative energy (zero: lowest compared OMol25 entry of this formula, charge and spin)   0.0 kJ/mol
Gap between HOMO and LUMO   0.39430 Ha
E_tot   -876.46418 Ha
Net charge   +1

Here are the natural (NBO) charges for atoms 1 to 2, given in e:
1. N -0.722
2. C -0.316